Formula: C13H4F5NO4SYb
Source: the Open Molecules 2025 dataset
Level of theory: wB97M-V/def2-TZVPD

The geometry in XYZ format:
```
29
Properties=species:S:1:pos:R:3:nbo_charge:R:1
Yb 7.34009 11.61564 8.06439 2.2383
F 8.00067 5.58713 4.87662 -0.2430
C 8.27675 6.73036 5.39647 0.3141
C 7.38383 7.47452 6.17504 0.2644
F 6.13648 7.06510 6.39497 -0.2678
C 7.80550 8.72491 6.58327 0.3348
F 6.84264 9.48231 7.36927 -0.4159
C 9.00631 9.30976 6.37692 -0.2744
S 9.52675 10.95033 6.95296 -0.3826
C 9.86290 8.59300 5.56055 0.3402
F 11.03431 9.13772 5.19525 -0.2722
C 9.50557 7.33797 5.06719 0.3004
F 10.34708 6.62107 4.31282 -0.2648
O 7.48004 12.19428 10.12316 -0.7630
C 7.05894 13.22870 10.70020 0.4755
C 6.52219 14.43530 10.10020 -0.2951
C 6.16933 15.50114 10.95734 -0.0952
C 5.65756 16.63412 10.43830 -0.0220
C 5.33317 16.80702 9.06217 -0.0689
C 5.73072 15.81465 8.18708 -0.2938
C 6.27694 14.59278 8.67406 0.4676
O 6.58490 13.52775 7.93742 -0.8990
N 5.33031 17.72856 11.39574 0.5319
O 4.62723 18.61856 11.01068 -0.3264
O 5.84164 17.62982 12.51545 -0.3751
H 7.04536 13.31864 11.83382 0.1915
H 6.39924 15.51380 12.03992 0.2762
H 4.88334 17.72259 8.71930 0.2690
H 5.41006 15.99330 7.16060 0.2552
```

The net charge is +1. Its energy above the lowest of the compared OMol25 structures with the same formula, charge and spin is 0.000 eV. Its expectation value of S² is 0.751. As for the multiplicity: 2. The calculation puts the gap between HOMO and LUMO (alpha / beta) at 7.238 / 6.752 eV. The molecular weight comes out at 538.3 g mol⁻¹.